Density functional theory data (ωB97M-V with the def2-TZVPD basis set) for a 3-piece molecular cluster, C20H38ClN4O6S overall at a distorted geometry.

Geometry (Å):
C  0.7387  4.3670  -0.0956
C  -0.3639  3.4226  -0.6452
S  0.2896  2.4586  -2.0528
C  -0.8614  1.0542  -2.3232
C  -0.1037  -0.1923  -1.8737
N  -0.4612  -0.6557  -0.7247
N  0.2240  -1.6967  -0.3055
O  -0.1487  -2.1789  0.9220
C  -0.0362  -1.2185  1.8358
N  0.2413  -0.3014  2.4963
C  1.1903  -2.2231  -1.0003
C  1.9471  -3.4003  -0.3871
C  3.4105  -2.9409  -0.0647
N  3.3470  -1.5306  0.3731
C  1.5932  -1.7838  -2.2830
Cl  2.8386  -2.5409  -3.1905
C  0.9006  -0.6744  -2.7745
C  1.2249  -0.0416  -4.1092
O  0.1179  -0.0085  -4.9794
C  0.4062  -0.6217  -6.2396
H  0.3095  5.3678  0.0393
H  1.5665  4.4837  -0.8078
H  1.1315  4.0534  0.8763
H  -1.1896  4.0298  -1.0324
H  -0.7261  2.7899  0.1741
H  -1.7998  1.1579  -1.7682
H  -1.1290  0.9991  -3.3840
H  1.5056  -3.7434  0.5503
H  1.9393  -4.2644  -1.0672
H  4.0920  -3.0993  -0.9082
H  3.8131  -3.5217  0.7731
H  3.4735  -0.8845  -0.3981
H  4.1033  -1.3946  1.0335
H  1.6505  0.9655  -3.9541
H  2.0158  -0.6409  -4.5831
H  0.4570  -1.7086  -6.0856
H  1.3299  -0.2239  -6.6880
H  -0.3933  -0.3784  -6.9463
C  0.0276  5.8348  3.9368
O  1.3786  5.4140  3.8427
C  2.1048  5.6195  5.0499
C  2.2451  4.3337  5.8410
O  0.9894  3.8771  6.3235
C  0.4555  2.8268  5.5390
H  -0.5104  5.4314  3.0788
H  -0.4485  5.4691  4.8492
H  -0.0292  6.9273  3.9079
H  1.6334  6.3961  5.6588
H  3.1026  5.9697  4.7702
H  2.8731  4.5264  6.7159
H  2.7338  3.5623  5.2377
H  0.9915  1.8952  5.7500
H  0.5120  3.0469  4.4701
H  -0.5911  2.6979  5.8124
C  -2.7396  -3.1051  -2.6143
O  -2.1775  -4.1165  -1.7934
C  -2.3564  -3.8658  -0.4043
C  -3.4970  -4.6813  0.1721
O  -4.7434  -4.2748  -0.3638
C  -5.2207  -5.1463  -1.3798
H  -2.7744  -3.4824  -3.6351
H  -3.7539  -2.8479  -2.3034
H  -2.1116  -2.2058  -2.5906
H  -2.5168  -2.7973  -0.2218
H  -1.4282  -4.1600  0.0961
H  -3.5399  -4.5084  1.2521
H  -3.3299  -5.7497  0.0077
H  -5.6021  -6.0688  -0.9324
H  -4.4434  -5.3877  -2.1082
H  -6.0373  -4.6437  -1.8954

Computed properties:
Energy: -2313.2000 a.u.
Energy relative to the best compared isomer or geometry (same formula, charge and spin): 0.595 eV
Frontier orbital gap: 5.9 eV
LUMO energy: -4.8 eV
HOMO energy: -10.7271 eV
Total charge: +1